DFT (ωB97M-V/def2-TZVPD) results for an isolated molecule of C5H7NO.

- Gap between HOMO and LUMO: 8.9 eV
- Spin multiplicity: 1
- Relative energy (zero: lowest compared OMol25 entry of this formula, charge and spin): 24.1 kcal per mole
- SMILES string: Cc1occc1N
- Energy: -324.6860 Eh
- LUMO energy: 1.0 eV
- Charge: 0

Each line ends with the Löwdin charge.
Element x y z (Å)
C1 -1.683 -1.056 0.160  -0.01
C2 -0.294 -0.531 0.262  -0.28
O1 0.731 -1.402 0.546  0.02
C3 1.888 -0.780 0.229  -0.12
C4 1.635 0.463 -0.258  -0.02
C5 0.232 0.656 -0.130  -0.31
N1 -0.443 1.851 -0.439  0.09
H1 -2.263 -0.373 -0.474  0.08
H2 -1.659 -2.035 -0.336  0.09
H3 -2.200 -1.167 1.118  0.08
H4 2.789 -1.354 0.408  0.12
H5 2.221 1.074 -0.916  0.11
H6 0.199 2.637 -0.427  0.08
H7 -1.154 2.017 0.258  0.09

DFT (ωB97M-V/def2-TZVPD) results for the ion C3H9ClNO with charge +1 in a non-equilibrium geometry.

- Gap between HOMO and LUMO: 11.1 eV
- Spin multiplicity: 1
- Relative energy (zero: lowest compared OMol25 entry of this formula, charge and spin): 31.8 kcal per mole
- SMILES string: CO[C@@H](Cl)C[NH3+]
- Energy: -709.5722 Eh
- LUMO energy: -3.6 eV
- Charge: +1

Each line ends with the Löwdin charge.
Element x y z (Å)
C1 -2.472 -0.567 0.061  -0.09
O1 -1.123 -0.431 0.300  -0.19
C2 -0.249 0.292 -0.529  -0.46
Cl1 -0.180 2.036 0.288  0.63
C3 1.343 -0.228 -0.550  -0.09
N1 2.067 0.151 0.696  0.11
H1 -2.857 0.413 -0.196  0.10
H2 -2.874 -0.780 1.034  0.10
H3 -2.899 -1.287 -0.603  0.10
H4 -0.486 0.542 -1.544  0.11
H5 1.398 -1.358 -0.535  0.16
H6 1.885 0.285 -1.282  0.10
H7 2.401 -0.677 1.292  0.21
H8 1.251 0.865 1.091  0.10
H9 2.794 0.744 0.479  0.11